(1)
This record from the Open Molecules 2025 dataset describes a molecular structure, C51H62AsBaN7O6S3. The level of theory is the ωB97M-V functional and the def2-TZVPD basis.

Orbital gap = 5.182 eV
Relative energy (zero: lowest compared OMol25 entry of this formula, charge and spin) = 0.0 kJ/mol
E_HOMO = -5.89 eV

Each line ends with the Mulliken charge.
Positions of all 131 atoms, in Å:
Ba (-0.65935, -0.48941, 0.32676)  0.8912
C (1.61389, -5.30138, -0.32097)  -0.8911
N (0.83682, -4.99407, 0.87148)  0.2714
C (0.08764, -5.90583, 1.60149)  -0.8550
C (-0.49975, -5.23790, 2.59530)  -0.3859
N (-0.11559, -3.89688, 2.47132)  0.8030
C (0.73850, -3.74617, 1.39447)  -0.8189
S (1.59155, -2.40022, 0.85189)  0.4375
C (-0.50601, -2.88655, 3.39803)  0.3871
C (-0.82596, -3.24147, 4.69991)  -1.0012
C (-1.22326, -2.24071, 5.56626)  -0.6264
C (-1.25337, -0.92731, 5.12533)  -0.9448
C (-0.89342, -0.68197, 3.81470)  -0.5103
N (-0.54974, -1.64606, 2.95355)  0.7749
H (1.23152, -6.22436, -0.75144)  0.3382
H (2.66999, -5.41079, -0.07755)  0.3082
H (1.50771, -4.48574, -1.02949)  0.3261
H (0.03410, -6.94802, 1.33614)  0.4699
H (-1.19301, -5.57607, 3.34310)  0.4431
H (-0.74067, -4.26310, 5.03986)  0.5132
H (-1.48960, -2.48815, 6.58555)  0.4259
H (-1.53753, -0.11191, 5.77642)  0.4882
H (-0.85529, 0.33364, 3.42993)  0.5841
S (-3.43783, 0.61508, 2.44245)  -0.3298
C (-4.61599, 0.82461, 1.30434)  0.2970
N (-5.85848, 0.37979, 1.46433)  0.0729
C (-6.90720, 0.70732, 0.49326)  -0.8455
C (-6.35340, 0.48609, -0.87074)  -0.6026
N (-5.16701, 1.33026, -1.04076)  0.2205
C (-5.05121, 1.97427, -2.35724)  -1.7293
C (-5.99669, 3.14710, -2.47351)  0.7056
C (-7.10471, 3.06785, -3.30762)  -0.3066
C (-8.00790, 4.12308, -3.39061)  -0.6474
C (-7.80980, 5.26375, -2.62864)  -0.3891
C (-6.70056, 5.35164, -1.79163)  -0.7579
C (-5.79758, 4.30209, -1.71434)  -0.0873
C (-4.29494, 1.52047, -0.06023)  0.3469
S (-2.90359, 2.38919, -0.23677)  -0.3139
C (-6.26972, -0.44403, 2.61120)  -1.2292
C (-6.84452, -1.75522, 2.13481)  0.4349
C (-6.05341, -2.58264, 1.33597)  -0.2650
C (-6.56237, -3.78084, 0.85908)  -0.7662
C (-7.86296, -4.16488, 1.17850)  -0.3909
C (-8.64916, -3.34694, 1.97672)  -0.5568
C (-8.14010, -2.14003, 2.44952)  -0.3356
H (-7.22027, 1.74641, 0.61710)  0.3395
H (-7.76159, 0.05920, 0.66786)  0.4411
H (-7.08322, 0.76092, -1.62855)  0.4404
H (-6.08221, -0.56402, -0.99941)  0.2579
H (-5.29799, 1.22279, -3.10737)  0.4818
H (-4.01890, 2.27543, -2.48967)  0.5665
H (-7.26081, 2.17724, -3.90940)  0.3714
H (-8.86379, 4.05077, -4.04972)  0.3765
H (-8.51498, 6.08322, -2.68587)  0.3805
H (-6.53656, 6.24379, -1.20067)  0.4074
H (-4.92735, 4.37444, -1.06931)  0.3763
H (-6.98379, 0.11285, 3.21998)  0.3273
H (-5.38533, -0.61785, 3.20876)  0.4108
H (-5.03495, -2.28386, 1.08940)  0.5827
H (-5.94252, -4.41685, 0.23848)  0.4657
H (-8.25996, -5.10048, 0.80418)  0.3831
H (-9.66097, -3.64072, 2.22805)  0.3817
H (-8.75561, -1.49767, 3.07204)  0.3764
O (1.40135, 0.76782, 2.12464)  -0.3820
H (0.86302, 1.55428, 2.33063)  0.4328
H (2.23670, 1.11787, 1.79346)  -0.2133
O (-0.56363, 2.74233, 2.26888)  -0.7795
H (-0.50146, 2.79040, 1.29987)  0.4065
H (-1.48138, 2.47692, 2.42510)  0.2918
O (0.26957, 1.86955, -0.34833)  0.0672
H (0.00182, 2.35935, -1.13355)  0.0723
H (1.28936, 1.70897, -0.47262)  0.1296
O (-0.70693, -0.28583, -2.25592)  -0.5782
H (-0.79732, -1.20499, -2.53683)  0.2711
H (0.08763, 0.04466, -2.70975)  0.3277
O (-3.00578, -1.32112, -0.03807)  -0.2678
N (-2.72136, -2.48330, -0.44921)  0.0725
O (-1.49250, -2.66270, -0.67578)  -0.4540
C (7.93099, -1.35145, -4.58284)  -1.6650
C (7.01527, -0.97097, -3.44610)  0.8095
C (6.48632, -1.92683, -2.59113)  -0.8240
C (5.61429, -1.58947, -1.55670)  0.6094
C (5.11131, -2.71800, -0.67868)  -1.6755
C (5.25727, -0.24787, -1.35507)  0.3026
As (3.85091, 0.18076, -0.00773)  1.2539
N (2.67511, 1.17728, -1.01450)  -0.0284
C (2.39998, 0.73445, -2.27980)  0.2537
C (2.63302, -0.57607, -2.79340)  0.3848
C (2.31155, -0.92629, -4.09970)  -0.8409
C (1.71823, -0.01767, -4.97284)  -0.7080
C (1.46025, 1.26645, -4.49726)  -0.7872
C (1.78639, 1.63384, -3.19731)  -0.5390
C (4.83535, 1.54350, 1.08092)  -0.3027
C (4.47984, 2.88610, 1.29508)  1.5672
C (3.24917, 3.54909, 0.71002)  -1.4431
C (5.28215, 3.68974, 2.10946)  -0.7860
C (6.41401, 3.21554, 2.74550)  0.5938
C (7.27470, 4.11104, 3.60286)  -1.6236
C (6.72288, 1.87171, 2.58001)  -0.8445
C (5.95829, 1.03241, 1.77944)  0.0658
C (6.37492, -0.42211, 1.72350)  -1.5020
C (5.78606, 0.73363, -2.21557)  0.7552
C (5.44440, 2.20627, -2.14474)  -1.6724
C (6.65553, 0.35206, -3.23460)  -0.9421
H (8.19485, -2.40899, -4.54058)  0.3813
H (8.85471, -0.76912, -4.55744)  0.3516
H (7.45256, -1.16221, -5.54644)  0.3212
H (6.75012, -2.97198, -2.73364)  0.3080
H (5.07246, -3.64743, -1.25184)  0.4958
H (4.12196, -2.52778, -0.26124)  0.0759
H (5.79043, -2.88124, 0.16396)  0.3168
H (3.06436, -1.32483, -2.14219)  0.3942
H (2.52388, -1.93578, -4.43932)  0.4380
H (1.47838, -0.29547, -5.99186)  0.3911
H (1.00429, 2.00003, -5.15494)  0.4082
H (1.62473, 2.65453, -2.86228)  0.5131
H (2.98961, 3.13464, -0.25953)  -0.0621
H (3.41448, 4.62383, 0.61445)  0.4890
H (2.38826, 3.41935, 1.37711)  0.3113
H (4.99978, 4.73172, 2.23980)  0.3308
H (6.86002, 5.11775, 3.66345)  0.3486
H (8.28647, 4.18599, 3.19770)  0.3366
H (7.36041, 3.71803, 4.61866)  0.3435
H (7.58698, 1.45691, 3.09371)  0.3944
H (7.09229, -0.63610, 2.51674)  0.3963
H (6.84240, -0.66785, 0.76994)  0.2630
H (5.51860, -1.08991, 1.84937)  0.1895
H (4.97362, 2.48971, -1.21250)  -0.1406
H (4.75472, 2.46587, -2.95361)  0.2592
H (6.35147, 2.80318, -2.27160)  0.5902
H (7.05164, 1.12259, -3.89323)  0.4272

=====

(2)
This record from the Open Molecules 2025 dataset describes a molecular structure, C51H62AsBrHgN3O5Si. The level of theory is the ωB97M-V functional and the def2-TZVPD basis.

Orbital gap (spin up / spin down) = 4.856 / 7.012 eV
Spin multiplicity = 2
Relative energy (zero: lowest compared OMol25 entry of this formula, charge and spin) = 6.7 kJ/mol
E_HOMO (spin up / spin down) = -1.01 / -3.17 eV
Total charge = -2

Each line ends with the Löwdin spin population.
Positions of all 125 atoms, in Å:
Hg (0.47144, 0.61496, 0.44868)  0.0623
O (-2.64772, -1.77484, 0.50815)  0.0016
H (-1.73514, -1.65129, 0.19173)  0.0007
H (-3.08772, -0.91973, 0.33977)  0.0000
O (-1.62247, -0.25652, -2.57800)  0.0000
H (-0.86606, -0.63265, -2.06712)  -0.0001
H (-2.28842, -0.08664, -1.89804)  0.0000
N (0.58797, 2.04332, 3.09256)  0.2307
C (0.62961, 0.90533, 2.60207)  0.5246
H (0.72527, 2.08319, 4.11415)  0.0525
C (1.51300, -1.79773, 4.82530)  0.0112
C (0.23152, -2.60936, 4.66433)  0.0003
As (-0.92413, -1.90802, 3.20957)  0.0123
C (-1.87846, -0.57598, 4.30622)  0.0058
C (-2.89306, 0.21906, 3.49226)  0.0002
C (-2.28804, -3.32845, 3.34675)  0.0032
C (-1.94381, -4.50906, 2.45077)  0.0002
H (2.17388, -2.22101, 5.58957)  0.0006
H (1.29056, -0.76547, 5.10346)  0.0057
H (2.06558, -1.74106, 3.88576)  0.0035
H (-0.34112, -2.63088, 5.59772)  0.0000
H (0.46082, -3.64631, 4.39961)  0.0000
H (-1.11481, 0.09130, 4.71363)  0.0031
H (-2.35008, -1.10019, 5.14490)  0.0003
H (-2.40255, 0.75604, 2.67802)  0.0000
H (-3.41933, 0.94715, 4.11553)  0.0001
H (-3.63698, -0.43690, 3.03327)  0.0000
H (-3.22826, -2.88009, 3.02205)  0.0001
H (-2.38884, -3.62482, 4.39696)  0.0002
H (-1.89359, -4.18115, 1.41449)  0.0000
H (-2.69597, -5.30194, 2.50966)  0.0001
H (-0.97591, -4.94954, 2.71202)  0.0000
O (0.25055, -1.52874, -0.84128)  0.0039
Si (0.53478, -3.03687, -1.23731)  0.0003
C (-0.94623, -4.20379, -1.44038)  -0.0001
C (-0.94577, -5.52354, -0.98478)  0.0000
C (-2.02363, -6.37181, -1.21220)  0.0000
C (-3.13286, -5.90787, -1.90334)  0.0000
C (-3.15605, -4.59692, -2.36213)  0.0000
C (-2.07562, -3.75734, -2.13543)  0.0000
C (1.73570, -3.93882, -0.06852)  0.0000
C (1.92236, -3.47618, 1.23525)  0.0000
C (2.77491, -4.12869, 2.11925)  0.0000
C (3.46121, -5.26601, 1.71621)  0.0000
C (3.29382, -5.74441, 0.42225)  0.0000
C (2.44358, -5.08211, -0.45355)  0.0000
C (1.37625, -3.10333, -2.94625)  0.0001
C (1.97023, -1.93831, -3.43810)  0.0000
C (2.63495, -1.91898, -4.65808)  0.0000
C (2.71907, -3.07702, -5.41946)  0.0000
C (2.11401, -4.24186, -4.96308)  0.0000
C (1.44420, -4.24685, -3.74596)  0.0000
H (-0.09712, -5.89561, -0.42117)  0.0000
H (-2.00145, -7.38907, -0.83638)  0.0000
H (-3.98179, -6.56094, -2.07375)  0.0000
H (-4.02649, -4.22000, -2.88623)  0.0000
H (-2.11713, -2.73237, -2.48692)  0.0000
H (1.40050, -2.58049, 1.55243)  0.0001
H (2.90363, -3.74320, 3.12388)  0.0000
H (4.12488, -5.77674, 2.40535)  0.0000
H (3.82871, -6.62975, 0.09548)  0.0000
H (2.33759, -5.46185, -1.46475)  0.0000
H (1.86881, -1.02660, -2.85829)  0.0000
H (3.07170, -0.99523, -5.02222)  0.0000
H (3.23389, -3.06756, -6.37359)  0.0000
H (2.15196, -5.14333, -5.56500)  0.0000
H (0.94878, -5.15647, -3.41877)  0.0000
C (-2.08522, 4.59804, 5.03561)  0.0002
C (-3.35444, 3.99700, 4.48228)  0.0000
C (-4.30835, 3.53616, 5.38279)  0.0000
C (-5.46193, 2.91572, 4.92965)  0.0000
C (-5.66190, 2.77475, 3.57235)  0.0000
C (-4.71536, 3.22575, 2.64813)  0.0000
N (-5.02651, 2.93762, 1.29720)  0.0000
C (-4.47312, 3.59591, 0.17429)  0.0000
C (-4.86026, 4.89535, -0.13376)  0.0000
C (-4.33592, 5.53135, -1.24988)  0.0001
C (-3.44756, 4.85825, -2.07975)  0.0000
C (-3.06742, 3.55675, -1.77785)  0.0001
C (-3.56789, 2.92510, -0.64813)  0.0003
C (-3.10249, 1.54569, -0.21829)  0.0004
O (-3.92118, 0.60538, -0.34728)  -0.0001
O (-1.96158, 1.49185, 0.28652)  0.0095
C (-3.53827, 3.84975, 3.09604)  0.0000
C (-2.43453, 4.25082, 2.14985)  0.0008
H (-2.11553, 4.59920, 6.12582)  0.0001
H (-1.93975, 5.62691, 4.69904)  0.0000
H (-1.20952, 4.02857, 4.71857)  0.0003
H (-4.13055, 3.64739, 6.44659)  0.0000
H (-6.19927, 2.54306, 5.63085)  0.0000
H (-6.55721, 2.30093, 3.18815)  0.0000
H (-5.11214, 1.94114, 1.12749)  0.0000
H (-5.56688, 5.39744, 0.51724)  0.0000
H (-4.63176, 6.54836, -1.48013)  0.0000
H (-3.04565, 5.34781, -2.95897)  0.0000
H (-2.36071, 3.02683, -2.40550)  0.0000
H (-2.78131, 4.92538, 1.36712)  0.0000
H (-2.01231, 3.36921, 1.66018)  0.0001
H (-1.62327, 4.74490, 2.67510)  0.0006
C (6.67143, -1.39878, -0.14369)  0.0000
C (5.35858, -1.48723, -0.93088)  0.0000
C (5.10728, -2.92785, -1.39457)  0.0000
C (5.39479, -0.54184, -2.13608)  0.0000
C (4.25970, -1.09739, -0.02765)  0.0003
N (3.40022, -0.79533, 0.67143)  0.0005
H (7.50033, -1.68216, -0.79585)  0.0000
H (6.65423, -2.07401, 0.71244)  0.0000
H (6.84226, -0.38416, 0.21816)  0.0000
H (5.94303, -3.25369, -2.01897)  0.0000
H (4.18857, -2.99282, -1.97925)  0.0000
H (5.01213, -3.60315, -0.54308)  0.0000
H (6.24008, -0.81406, -2.77233)  0.0000
H (5.50724, 0.49721, -1.82384)  0.0000
H (4.48196, -0.63268, -2.72452)  0.0000
Br (2.64912, 4.54044, -4.75712)  -0.0001
C (2.02848, 3.41391, -3.33558)  -0.0011
C (0.91552, 3.79223, -2.60709)  0.0014
C (0.47756, 2.96401, -1.57809)  0.0033
C (1.11755, 1.76312, -1.26795)  0.0511
C (2.24488, 1.44006, -2.02000)  0.0049
C (2.71035, 2.24474, -3.05617)  0.0020
H (0.39786, 4.71571, -2.83549)  0.0003
H (-0.39434, 3.26181, -1.00753)  0.0003
H (2.79021, 0.53404, -1.78744)  0.0004
H (3.58543, 1.96827, -3.63258)  0.0004